Density functional theory data (the ωB97M-V functional and the def2-TZVPD basis) for a molecular structure, C34H28ClCrN7O2.

```
73
Properties=species:S:1:pos:R:3:mulliken_spin:R:1
Cr 0.46 -0.11 -0.02 1.107
Cl 1.37 7.10 0.95 0.001
C 1.34 5.42 0.54 0.006
C 2.07 4.97 -0.57 -0.005
C 2.06 3.64 -0.91 0.008
C 1.32 2.71 -0.17 0.001
O 1.31 1.45 -0.54 -0.005
C 0.60 3.17 0.95 0.012
C -0.15 2.28 1.79 -0.010
N -0.31 1.02 1.58 -0.008
C -1.00 0.24 2.54 0.011
C -1.23 0.56 3.85 0.000
C -2.00 -0.29 4.66 -0.001
C -2.55 -1.44 4.16 0.003
C -2.29 -1.82 2.82 -0.002
C -2.82 -2.98 2.22 0.001
C -2.51 -3.25 0.92 0.000
C -1.63 -2.40 0.22 0.002
N -1.10 -1.32 0.76 -0.041
C -1.47 -0.99 2.04 -0.009
C 0.62 4.54 1.29 -0.004
H 2.65 5.68 -1.15 0.000
H 2.62 3.29 -1.77 0.000
H -0.62 2.73 2.66 0.000
H -0.81 1.46 4.29 0.000
H -2.17 -0.02 5.70 0.000
H -3.17 -2.08 4.78 0.000
H -3.47 -3.63 2.79 0.000
H -2.91 -4.12 0.41 0.000
H -1.30 -2.64 -0.78 -0.001
H 0.06 4.88 2.15 0.000
C 1.62 -2.82 0.09 0.019
N 0.50 -2.41 -2.00 -0.001
C 0.21 -1.61 -3.17 -0.002
C -0.63 -0.42 -2.86 0.028
N -0.80 0.13 -1.68 -0.023
C -1.67 1.21 -1.88 0.008
C -2.19 2.14 -0.99 -0.008
C -3.04 3.10 -1.49 -0.001
C -3.38 3.15 -2.85 0.000
C -2.87 2.23 -3.75 0.000
C -2.02 1.26 -3.23 -0.001
N -1.34 0.21 -3.82 0.001
C 1.98 -2.12 1.35 -0.008
N 1.79 -0.83 1.49 -0.021
C 2.26 -0.50 2.76 0.009
C 2.42 0.74 3.39 0.002
C 2.95 0.74 4.66 0.000
C 3.34 -0.44 5.30 0.000
C 3.24 -1.66 4.67 0.000
C 2.71 -1.66 3.39 0.001
N 2.52 -2.67 2.46 0.000
H 2.43 -3.49 -0.21 -0.001
H 0.74 -3.45 0.26 0.000
H 1.95 -3.38 -2.88 0.000
H -0.34 -2.26 -3.86 0.000
H 1.12 -1.29 -3.70 0.000
H -1.94 2.09 0.06 0.004
H -3.46 3.84 -0.82 0.000
H -4.05 3.92 -3.20 0.000
H -3.13 2.26 -4.80 0.000
H -1.39 -0.08 -4.78 0.000
H 2.17 1.66 2.88 -0.001
H 3.08 1.69 5.18 0.000
H 3.75 -0.39 6.30 0.000
H 3.58 -2.57 5.14 0.000
H 2.77 -3.64 2.56 0.000
C 2.63 -1.18 -1.52 0.002
C 1.31 -1.76 -0.97 -0.068
O 1.10 -3.61 -2.48 -0.005
H 3.21 -1.93 -2.07 -0.001
H 3.26 -0.83 -0.70 0.000
H 2.48 -0.32 -2.17 0.000
```

The net charge is +1. As for the LUMO energy (spin up / spin down): -3.2 / -3.2 eV. The calculation puts the energy relative to the best compared isomer or geometry (same formula, charge and spin) at 0.000 eV. As for the spin multiplicity: 2.



Density functional theory data (the ωB97M-V functional and the def2-TZVPD basis) for 2 unconnected molecules or ions with the total composition C34H28N3O5 at a distorted geometry.

```
70
Properties=species:S:1:pos:R:3:nbo_charge:R:1
O -5.19 3.76 3.49 -0.374
N -5.70 2.63 3.61 0.507
O -6.92 2.46 3.86 -0.417
C -4.90 1.46 3.46 -0.008
C -5.51 0.21 3.63 -0.232
C -4.71 -0.94 3.57 -0.229
C -3.34 -0.85 3.32 -0.212
C -2.69 0.41 3.12 -0.072
C -1.27 0.54 2.91 -0.264
N -0.72 1.72 2.50 0.453
O 0.54 1.89 2.50 -0.536
O -1.46 2.67 2.11 -0.534
C -3.52 1.56 3.16 -0.131
H -6.58 0.18 3.82 0.236
H -5.20 -1.90 3.73 0.208
H -2.72 -1.75 3.28 0.202
H -0.58 -0.23 3.26 0.191
H -3.07 2.52 2.91 0.286
C -3.87 -4.75 -3.09 -0.391
N -3.34 -3.40 -3.10 -0.494
C -3.51 -2.71 -4.36 -0.393
C -2.47 -2.93 -2.12 0.174
C -1.07 -2.93 -2.34 -0.239
C -0.22 -2.32 -1.43 -0.215
C -0.71 -1.67 -0.27 -0.018
C 0.13 -0.98 0.66 -0.074
C 1.23 -0.18 0.27 -0.121
C 2.16 0.31 1.25 -0.063
C 3.19 1.16 0.97 -0.197
C 4.14 1.56 2.01 0.047
C 4.40 0.68 3.09 -0.208
C 5.31 1.02 4.09 -0.227
C 5.97 2.25 4.06 -0.229
C 5.70 3.15 3.02 -0.220
C 4.80 2.81 2.01 -0.207
C 3.29 1.72 -0.41 0.588
O 3.94 2.75 -0.66 -0.619
C 2.53 1.00 -1.47 -0.163
C 2.86 1.18 -2.89 0.037
C 2.55 0.14 -3.81 -0.223
C 2.83 0.27 -5.17 -0.225
C 3.40 1.45 -5.66 -0.224
C 3.71 2.49 -4.77 -0.215
C 3.45 2.34 -3.41 -0.218
C 1.47 0.21 -1.09 -0.142
C -2.11 -1.77 -0.02 -0.200
C -2.97 -2.39 -0.91 -0.216
H -3.68 -5.21 -2.11 0.210
H -4.95 -4.72 -3.27 0.182
H -3.41 -5.36 -3.88 0.167
H -3.14 -1.68 -4.27 0.216
H -2.97 -3.22 -5.18 0.165
H -4.57 -2.68 -4.62 0.186
H -0.68 -3.40 -3.25 0.213
H 0.86 -2.35 -1.61 0.218
H 0.01 -1.19 1.71 0.223
H 2.02 -0.05 2.27 0.222
H 3.89 -0.28 3.12 0.203
H 5.50 0.31 4.90 0.204
H 6.69 2.51 4.84 0.202
H 6.19 4.12 2.99 0.205
H 4.60 3.50 1.20 0.249
H 2.10 -0.79 -3.43 0.207
H 2.60 -0.56 -5.84 0.206
H 3.60 1.56 -6.72 0.204
H 4.15 3.41 -5.13 0.208
H 3.72 3.14 -2.72 0.257
H 0.77 -0.13 -1.86 0.219
H -2.51 -1.28 0.88 0.237
H -4.04 -2.42 -0.73 0.221
```

The net charge is -1. As for the LUMO energy: 1.2 eV. The calculation puts the energy relative to the best compared isomer or geometry (same formula, charge and spin) at 0.000 eV.



Density functional theory data (the ωB97M-V functional and the def2-TZVPD basis) for a molecular structure, C34H28N8OReS4 at a distorted geometry.

```
76
Properties=species:S:1:pos:R:3:mulliken_spin:R:1
Re -0.43 0.24 0.08 1.041
C 3.78 -0.07 1.23 -0.004
C 3.93 0.99 2.11 -0.001
C 2.83 1.76 2.43 -0.002
C 1.60 1.46 1.87 0.003
N 1.46 0.42 1.01 -0.010
C 2.53 -0.31 0.69 -0.025
C 0.36 2.21 2.14 -0.010
C 0.22 3.25 3.05 0.003
C -1.04 3.81 3.22 -0.008
C -2.12 3.34 2.49 0.005
C -1.91 2.32 1.58 0.001
N -0.69 1.79 1.42 -0.014
C -2.94 1.71 0.71 0.008
C -4.27 2.08 0.72 -0.001
C -5.16 1.46 -0.14 -0.002
C -4.69 0.48 -1.00 0.001
C -3.34 0.16 -0.97 -0.027
N -2.48 0.75 -0.13 -0.011
H 4.62 -0.69 0.94 0.001
H 4.90 1.21 2.54 0.000
H 2.93 2.59 3.11 0.000
H 2.37 -1.10 -0.03 -0.001
H 1.06 3.60 3.62 0.000
H -1.17 4.62 3.93 0.000
H -3.10 3.77 2.63 0.000
H -4.62 2.85 1.39 0.000
H -6.20 1.74 -0.14 0.000
H -5.34 -0.02 -1.70 0.001
H -2.92 -0.58 -1.64 0.002
N -1.57 -3.58 1.65 0.019
C -1.83 -3.58 3.04 -0.004
C -2.09 -4.78 3.68 0.004
C -2.33 -4.80 5.04 -0.003
C -2.31 -3.62 5.77 0.004
C -2.04 -2.42 5.13 -0.003
C -1.81 -2.40 3.76 0.004
S -1.52 -0.84 2.98 -0.001
N -1.04 -1.31 1.40 -0.016
C -1.14 -2.52 0.95 0.063
C -0.71 -2.72 -0.47 0.021
C -0.74 -3.95 -1.10 -0.011
C -0.32 -4.04 -2.42 0.033
C 0.15 -2.90 -3.05 -0.017
C 0.17 -1.70 -2.36 0.080
N -0.26 -1.60 -1.10 -0.074
H -1.63 -4.48 1.19 -0.003
H -2.10 -5.71 3.11 0.000
H -2.54 -5.74 5.54 0.000
H -2.49 -3.63 6.83 0.000
H -2.01 -1.50 5.69 0.000
H -1.09 -4.84 -0.60 0.004
H -0.35 -4.99 -2.93 0.000
H 0.50 -2.93 -4.07 -0.001
H 0.56 -0.80 -2.80 0.002
C 3.18 -1.32 -4.79 0.000
C 3.72 -0.17 -4.01 0.000
C 5.02 0.28 -4.21 0.000
C 5.44 1.35 -3.44 0.000
N 4.64 1.95 -2.57 -0.001
C 3.41 1.45 -2.47 0.000
S 2.45 2.38 -1.30 -0.040
N 2.91 0.41 -3.11 0.001
H 3.68 -1.42 -5.76 0.000
H 2.11 -1.19 -4.95 0.000
H 3.35 -2.25 -4.25 0.000
H 5.67 -0.18 -4.93 0.000
H 6.44 1.75 -3.53 0.000
C -0.06 4.87 -3.60 0.000
O 0.24 3.55 -3.11 0.000
C -0.34 3.14 -2.01 0.007
S -1.45 3.93 -1.14 0.001
S 0.32 1.48 -1.69 -0.019
H 0.62 5.02 -4.43 0.000
H 0.11 5.60 -2.80 0.000
H -1.10 4.91 -3.92 0.000
```

The net charge is +2. As for the LUMO energy (spin up / spin down): -5.7 / -6.3 eV. As for the spin multiplicity: 2.



Density functional theory data (the ωB97M-V functional and the def2-TZVPD basis) for a molecular structure, C34H29AlN6O4S2.

```
76
Properties=species:S:1:pos:R:3:lowdin_charge:R:1
Al -1.03 -0.74 0.53 -0.343
O 3.15 -1.21 3.95 0.048
C 2.07 -1.01 4.74 -0.270
C 2.28 -1.00 6.11 -0.019
C 1.21 -0.83 6.98 -0.082
C -0.08 -0.66 6.48 -0.089
C -0.29 -0.67 5.12 -0.015
C 0.77 -0.84 4.23 -0.072
C 0.50 -0.81 2.78 -0.381
O -0.72 -0.70 2.38 -0.011
N 1.52 -0.87 1.95 0.087
N 1.03 -0.79 0.65 0.030
C 1.90 -0.71 -0.29 -0.031
C 1.56 -0.65 -1.69 -0.144
C 2.59 -0.61 -2.64 -0.056
C 2.32 -0.58 -3.99 -0.098
C 0.99 -0.59 -4.41 -0.080
C -0.05 -0.62 -3.50 -0.005
C 0.21 -0.66 -2.12 -0.309
O -0.79 -0.72 -1.28 -0.059
H 2.85 -1.11 3.01 0.057
H 3.29 -1.13 6.48 0.116
H 1.39 -0.82 8.04 0.103
H -0.92 -0.52 7.16 0.099
H -1.28 -0.54 4.70 0.121
H 2.96 -0.70 -0.01 0.144
H 3.62 -0.61 -2.28 0.116
H 3.13 -0.55 -4.71 0.098
H 0.76 -0.56 -5.47 0.103
H -1.08 -0.63 -3.82 0.119
S -3.34 -0.69 0.62 0.808
C -3.48 1.01 0.23 -0.745
N -4.64 1.58 0.16 0.040
N -4.78 2.81 -0.37 -0.004
C -4.18 3.39 -1.50 -0.254
C -4.31 4.77 -1.66 -0.038
C -3.84 5.39 -2.81 -0.094
C -3.24 4.65 -3.81 -0.107
C -3.12 3.27 -3.66 -0.095
C -3.59 2.64 -2.52 -0.049
N -2.35 1.85 0.06 0.116
N -1.25 1.36 0.37 0.060
C -0.16 2.29 0.20 -0.204
C -0.11 3.15 -0.88 -0.003
C 0.97 4.01 -1.02 -0.068
C 2.00 4.00 -0.08 -0.082
C 1.93 3.14 1.00 -0.067
C 0.86 2.28 1.14 -0.019
H -5.63 3.25 -0.05 0.131
H -4.78 5.35 -0.87 0.110
H -3.94 6.47 -2.91 0.101
H -2.87 5.14 -4.71 0.097
H -2.66 2.68 -4.44 0.102
H -3.50 1.57 -2.42 0.111
H -0.91 3.14 -1.61 0.103
H 1.01 4.68 -1.87 0.106
H 2.84 4.67 -0.20 0.103
H 2.72 3.13 1.74 0.108
H 0.80 1.62 2.00 0.106
C -1.31 -5.18 0.06 -0.208
S -0.87 -3.60 -0.61 1.059
O -1.09 -2.68 0.59 -0.441
C 0.89 -3.79 -0.75 -0.389
C 1.67 -3.82 0.40 -0.075
C 3.04 -3.88 0.27 -0.059
C 3.62 -3.92 -1.00 -0.063
C 2.83 -3.88 -2.14 -0.072
C 1.45 -3.80 -2.02 -0.078
H -0.83 -5.27 1.03 0.070
H -0.96 -5.94 -0.63 0.070
H -2.39 -5.20 0.15 0.066
H 1.20 -3.75 1.38 0.120
H 3.66 -3.89 1.16 0.114
H 4.70 -3.96 -1.09 0.109
H 3.29 -3.88 -3.12 0.113
H 0.82 -3.72 -2.90 0.120
```

The net charge is 0. As for the LUMO energy: -0.6 eV. The calculation puts the energy relative to the best compared isomer or geometry (same formula, charge and spin) at 0.000 eV.



Density functional theory data (the ωB97M-V functional and the def2-TZVPD basis) for a molecular structure, C34H29As2N5O2Se2SnTe2.

```
77
Properties=species:S:1:pos:R:3:lowdin_charge:R:1
Sn -2.29 -0.54 0.01 1.196
C 1.14 1.11 -0.33 -0.453
C 1.91 0.99 0.98 -0.442
As 2.24 -0.87 1.57 1.325
C 0.55 -1.17 2.53 -0.406
C -0.09 -2.39 2.32 -0.172
C -1.26 -2.71 2.99 -0.109
C -1.82 -1.80 3.87 -0.145
C -1.21 -0.57 4.08 -0.086
C -0.03 -0.26 3.41 -0.101
C 3.37 -0.48 3.11 -0.395
C 4.12 -1.54 3.62 -0.130
C 4.94 -1.36 4.72 -0.090
C 5.03 -0.12 5.32 -0.093
C 4.30 0.95 4.82 -0.087
C 3.48 0.77 3.72 -0.114
As 2.04 0.75 -2.08 1.305
C 3.50 -0.43 -1.53 -0.457
C 3.56 -1.79 -1.83 -0.126
C 4.62 -2.56 -1.38 -0.087
C 5.63 -1.98 -0.62 -0.094
C 5.60 -0.62 -0.36 -0.094
C 4.55 0.15 -0.83 -0.170
C 0.73 -0.54 -2.75 -0.429
C 0.20 -0.33 -4.02 -0.122
C -0.79 -1.18 -4.52 -0.072
C -1.25 -2.24 -3.76 -0.086
C -0.72 -2.45 -2.49 -0.118
C 0.26 -1.60 -1.99 -0.196
H 0.78 2.14 -0.44 0.056
H 0.25 0.48 -0.30 -0.027
H 1.33 1.49 1.77 0.052
H 2.88 1.49 0.93 0.053
H 0.35 -3.10 1.62 0.091
H -1.74 -3.67 2.82 0.108
H -2.72 -2.05 4.41 0.093
H -1.65 0.15 4.76 0.110
H 0.45 0.69 3.60 0.096
H 4.06 -2.51 3.14 0.092
H 5.51 -2.20 5.10 0.102
H 5.68 0.03 6.18 0.101
H 4.38 1.93 5.28 0.102
H 2.92 1.62 3.34 0.087
H 2.77 -2.26 -2.41 0.092
H 4.65 -3.61 -1.61 0.103
H 6.45 -2.59 -0.26 0.101
H 6.39 -0.16 0.22 0.104
H 4.55 1.22 -0.64 0.093
H 0.55 0.49 -4.62 0.089
H -1.20 -1.00 -5.50 0.107
H -2.02 -2.88 -4.15 0.083
H -1.08 -3.27 -1.88 0.106
H 0.66 -1.77 -0.99 0.075
O -2.73 1.36 1.18 -0.389
N -3.04 2.41 0.50 0.016
N -2.82 2.30 -0.74 -0.189
O -2.32 1.19 -1.24 -0.274
C -3.15 3.37 -1.64 -0.160
C -3.60 4.58 -1.13 -0.015
C -3.90 5.59 -2.03 -0.073
C -3.76 5.39 -3.39 -0.079
C -3.31 4.17 -3.87 -0.065
C -2.99 3.14 -2.99 0.000
H -3.70 4.72 -0.07 0.110
H -4.26 6.54 -1.65 0.107
H -4.01 6.18 -4.08 0.105
H -3.20 4.01 -4.93 0.109
H -2.64 2.19 -3.34 0.113
Se -4.59 -0.52 2.34 -0.153
Te -6.13 -2.56 2.59 0.260
Te -7.22 -1.54 0.29 0.278
Se -6.34 0.66 1.26 -0.091
N -4.02 -1.14 -1.11 -0.060
C -4.51 -1.43 -2.14 -0.386
N -5.20 -1.72 -3.15 0.098
C -4.72 -2.16 -4.29 -0.387
N -4.37 -2.56 -5.32 0.108
```

The net charge is 0. As for the LUMO energy: -1.5 eV. The calculation puts the energy relative to the best compared isomer or geometry (same formula, charge and spin) at 0.000 eV.



Density functional theory data (the ωB97M-V functional and the def2-TZVPD basis) for a molecular structure, C34H29AsAuO2S.

```
68
Properties=species:S:1:pos:R:3:nbo_charge:R:1
Au -1.82 -0.18 -1.97 0.505
C -0.91 1.13 5.13 -0.627
C -1.40 1.15 3.70 0.004
C -2.17 0.11 3.20 -0.243
C -2.73 0.18 1.93 0.008
C -3.61 -0.92 1.41 -0.644
C -2.51 1.31 1.14 -0.085
C -1.68 2.33 1.60 0.003
C -1.47 3.56 0.76 -0.647
C -1.12 2.23 2.87 -0.244
C -3.44 1.58 -0.05 0.763
O -4.47 2.17 0.25 -0.672
O -3.14 1.23 -1.23 -0.804
H -0.79 0.11 5.48 0.209
H -1.64 1.63 5.78 0.208
H 0.04 1.65 5.22 0.214
H -2.37 -0.75 3.82 0.195
H -3.91 -1.59 2.21 0.201
H -3.07 -1.48 0.64 0.230
H -4.50 -0.49 0.95 0.233
H -1.27 3.28 -0.27 0.231
H -0.65 4.17 1.14 0.206
H -2.39 4.16 0.76 0.230
H -0.50 3.04 3.24 0.198
S -0.39 -1.74 -2.81 -0.357
C -0.99 -2.08 -4.43 -0.160
C -1.58 -3.32 -4.68 -0.181
C -2.05 -3.62 -5.94 -0.231
C -1.92 -2.71 -6.97 -0.250
C -1.30 -1.49 -6.73 -0.201
C -0.84 -1.18 -5.47 -0.235
H -1.67 -4.02 -3.86 0.208
H -2.52 -4.58 -6.13 0.199
H -2.30 -2.94 -7.95 0.199
H -1.17 -0.79 -7.55 0.199
H -0.36 -0.23 -5.27 0.216
C 3.98 -3.12 -1.10 -0.228
C 3.90 -1.79 -1.47 -0.198
C 2.80 -1.03 -1.13 -0.228
C 1.76 -1.58 -0.40 -0.298
C 1.83 -2.93 -0.05 -0.159
C 2.93 -3.69 -0.39 -0.235
As 0.20 -0.58 0.25 0.950
C 1.08 -0.29 1.97 -0.294
C 1.09 -1.15 3.05 -0.213
C 1.77 -0.81 4.21 -0.220
C 2.42 0.41 4.30 -0.221
C 2.42 1.28 3.22 -0.231
C 1.76 0.94 2.05 0.012
C 1.68 1.74 0.83 0.005
C 2.30 2.96 0.61 -0.229
C 2.15 3.61 -0.60 -0.216
C 1.38 3.06 -1.60 -0.211
C 0.76 1.83 -1.40 -0.219
C 0.89 1.17 -0.20 -0.334
H 4.85 -3.71 -1.35 0.201
H 4.71 -1.34 -2.04 0.202
H 2.76 0.00 -1.44 0.221
H 1.00 -3.38 0.49 0.198
H 2.97 -4.74 -0.11 0.202
H 0.56 -2.10 2.97 0.210
H 1.80 -1.51 5.03 0.205
H 2.92 0.69 5.21 0.204
H 2.95 2.22 3.30 0.202
H 2.92 3.39 1.38 0.200
H 2.65 4.56 -0.76 0.204
H 1.27 3.56 -2.55 0.208
H 0.15 1.39 -2.19 0.237
```

The net charge is -1. As for the LUMO energy: 2.7 eV.



| no. | DFT total energy (hartree) |
| --- | --- |
| 1 | -3350.76419 |
| 2 | -1852.71003 |
| 3 | -3496.37960 |
| 4 | -2981.49371 |
| 5 | -11761.92746 |
| 6 | -4233.29471 |